# 1
{
  "formula": "C4H9NO2",
  "method": "wB97M-V/def2-TZVPD",
  "symbols": ["C", "C", "O", "C", "N", "C", "O", "H", "H", "H", "H", "H", "H", "H", "H", "H"],
  "coordinates": [[0.926, 0.463, -1.621], [-0.086, 0.664, -0.497], [-1.446, 0.684, -1.002], [0.122, -0.256, 0.661], [-0.143, -1.633, 0.253], [-0.700, 0.444, 1.901], [-0.499, 1.659, 1.978], [1.784, 1.240, -1.519], [1.485, -0.506, -1.248], [0.656, 0.266, -2.791], [-0.082, 1.697, -0.058], [-1.948, -0.112, -0.790], [1.162, -0.079, 0.924], [-0.782, -2.192, 0.927], [0.641, -2.208, 0.119], [-1.090, -0.132, 2.763]],
  "atomic_forces_ev_per_a": [[3.06, -1.73, -0.67], [-2.02, 2.56, -1.19], [-0.02, -0.37, 0.13], [-1.18, 0.24, 0.81], [-3.25, -0.76, 2.30], [3.11, 1.84, -0.97], [-1.35, -2.74, 0.55], [-1.63, -1.02, -0.53], [-0.77, 1.49, -1.42], [0.14, 0.80, 3.29], [0.86, -0.88, -0.69], [0.47, -0.24, -0.08], [0.22, -0.25, 0.50], [1.44, 1.52, -1.43], [1.31, -0.46, -0.14], [-0.41, -0.01, -0.47]],
  "nbo_charge": [-0.64, 0.05, -0.74, -0.16, -0.87, 0.42, -0.51, 0.22, 0.18, 0.25, 0.22, 0.47, 0.21, 0.37, 0.38, 0.14],
  "e_above_lowest_kcal_mol": 77.18,
  "e_tot_ha": -362.962536,
  "smiles": "C[C@@H](O)[C@H](N)C=O",
  "fmax_ev_per_a": 4.05,
  "lumo_energy_ev": 0.41
}

---

# 2
{
  "formula": "CH10O6",
  "method": "wB97M-V/def2-TZVPD",
  "symbols": ["O", "C", "O", "H", "H", "O", "H", "H", "O", "H", "H", "O", "H", "H", "O", "H", "H"],
  "coordinates": [[-1.559, -1.192, -2.187], [-1.601, -1.461, -1.023], [-0.688, -0.930, -0.178], [-2.384, -2.075, -0.572], [0.129, -1.454, -0.089], [1.431, 0.415, 1.819], [1.070, 0.847, 1.015], [1.040, 0.866, 2.591], [1.232, 2.096, -0.730], [0.273, 1.985, -0.632], [1.415, 1.867, -1.637], [-1.696, 1.962, -0.293], [-1.928, 1.071, -0.557], [-2.426, 2.539, -0.126], [1.625, -2.333, 0.657], [1.515, -1.809, 1.466], [2.553, -2.395, 0.476]],
  "atomic_forces_ev_per_a": [[-0.59, -0.27, -0.19], [0.93, 0.43, -0.70], [-0.50, -0.09, 0.66], [-0.07, -0.08, 0.21], [0.36, -0.17, 0.00], [-0.45, 0.19, 0.16], [0.43, -0.12, 0.58], [0.19, -0.21, -0.72], [-0.24, -0.06, 0.56], [-0.09, 0.27, -0.16], [0.08, -0.16, -0.35], [1.57, -0.14, 0.00], [-0.54, 0.16, 0.05], [-0.88, -0.01, -0.05], [-1.25, -0.05, 0.22], [0.33, 0.18, -0.19], [0.71, 0.14, -0.08]],
  "nbo_charge": [-0.53, 0.64, -0.78, 0.11, 0.54, -0.98, 0.50, 0.47, -0.97, 0.49, 0.47, -0.97, 0.49, 0.49, -0.97, 0.51, 0.49],
  "e_above_lowest_kcal_mol": 23.74,
  "e_tot_ha": -495.537955,
  "smiles": "O=CO.O.O.O.O",
  "fmax_ev_per_a": 1.58,
  "lumo_energy_ev": 0.55
}

---

# 3
{
  "formula": "C6H10O",
  "method": "wB97M-V/def2-TZVPD",
  "symbols": ["C", "C", "C", "C", "C", "C", "O", "H", "H", "H", "H", "H", "H", "H", "H", "H", "H"],
  "coordinates": [[-1.895, 0.574, 0.972], [-0.558, 0.357, 0.335], [-0.191, 0.822, -1.077], [0.587, -0.503, -1.283], [0.145, -1.001, 0.135], [1.032, -0.546, 1.299], [0.508, 0.680, 1.283], [-2.077, 1.643, 1.127], [-2.689, 0.162, 0.343], [-1.917, 0.073, 1.946], [-1.071, 0.913, -1.722], [0.383, 1.751, -1.121], [1.663, -0.411, -1.445], [0.168, -1.123, -2.079], [-0.311, -1.989, 0.200], [3.341, -0.664, 0.244], [2.882, -0.738, 0.842]],
  "atomic_forces_ev_per_a": [[-0.06, 0.00, -0.01], [-0.31, 0.10, -0.05], [-0.05, 0.13, -0.02], [0.13, -0.04, -0.12], [-0.05, -0.25, 0.14], [-0.28, 0.07, -0.06], [0.08, -0.10, 0.10], [-0.02, -0.11, -0.04], [0.07, 0.09, 0.05], [-0.06, 0.08, -0.15], [0.14, -0.02, 0.09], [-0.08, -0.13, 0.04], [-0.18, -0.03, 0.11], [0.08, 0.08, 0.16], [0.01, 0.14, 0.01], [0.23, -0.03, -0.03], [0.36, 0.00, -0.22]],
  "nbo_charge": [-0.63, 0.28, -0.44, -0.38, -0.41, 0.30, -0.48, 0.23, 0.22, 0.23, 0.22, 0.23, 0.22, 0.22, 0.23, -0.05, 0.03],
  "e_above_lowest_kcal_mol": 107.34,
  "e_tot_ha": -309.671307,
  "fmax_ev_per_a": 0.42,
  "lumo_energy_ev": 0.90
}

---

Repeat the first record exactly.
{
  "formula": "C4H9NO2",
  "method": "wB97M-V/def2-TZVPD",
  "symbols": ["C", "C", "O", "C", "N", "C", "O", "H", "H", "H", "H", "H", "H", "H", "H", "H"],
  "coordinates": [[0.926, 0.463, -1.621], [-0.086, 0.664, -0.497], [-1.446, 0.684, -1.002], [0.122, -0.256, 0.661], [-0.143, -1.633, 0.253], [-0.700, 0.444, 1.901], [-0.499, 1.659, 1.978], [1.784, 1.240, -1.519], [1.485, -0.506, -1.248], [0.656, 0.266, -2.791], [-0.082, 1.697, -0.058], [-1.948, -0.112, -0.790], [1.162, -0.079, 0.924], [-0.782, -2.192, 0.927], [0.641, -2.208, 0.119], [-1.090, -0.132, 2.763]],
  "atomic_forces_ev_per_a": [[3.06, -1.73, -0.67], [-2.02, 2.56, -1.19], [-0.02, -0.37, 0.13], [-1.18, 0.24, 0.81], [-3.25, -0.76, 2.30], [3.11, 1.84, -0.97], [-1.35, -2.74, 0.55], [-1.63, -1.02, -0.53], [-0.77, 1.49, -1.42], [0.14, 0.80, 3.29], [0.86, -0.88, -0.69], [0.47, -0.24, -0.08], [0.22, -0.25, 0.50], [1.44, 1.52, -1.43], [1.31, -0.46, -0.14], [-0.41, -0.01, -0.47]],
  "nbo_charge": [-0.64, 0.05, -0.74, -0.16, -0.87, 0.42, -0.51, 0.22, 0.18, 0.25, 0.22, 0.47, 0.21, 0.37, 0.38, 0.14],
  "e_above_lowest_kcal_mol": 77.18,
  "e_tot_ha": -362.962536,
  "smiles": "C[C@@H](O)[C@H](N)C=O",
  "fmax_ev_per_a": 4.05,
  "lumo_energy_ev": 0.41
}

---

> Which formula does entry 1 have?

C4H9NO2

---

> What is the formula in the third record?

C6H10O